Entry from the OMol25 dataset: C10H18ClF3MgO3P as an isolated structure (ωB97M-V/def2-TZVPD).

```
37
C10H18ClF3MgO3P ωB97M-V/def2-TZVPD
C 3.63584 0.31462 0.02348
C 2.71697 -0.54651 -0.46993
P 1.04721 -0.75178 0.46280
C 1.56516 -2.57392 0.94384
O 0.83910 -3.56345 0.35754
C -0.36829 -3.88428 1.03432
O 0.21109 -1.15600 -0.90847
C -0.74119 -0.15889 -1.24720
C -0.52047 1.15493 -0.44514
C -1.51289 1.43178 0.70093
Cl -0.80921 2.53349 1.93375
C -2.93763 1.87069 0.34867
C -3.13607 2.64637 -0.94068
C -0.03339 2.28993 -1.38722
F 1.20135 1.99508 -1.80337
F -0.73518 2.37666 -2.48629
F 0.03353 3.44983 -0.82002
O 0.69088 0.86467 0.28009
H 4.33566 0.82201 -0.62937
H 3.71363 0.52709 1.07451
H 2.99394 -1.10591 -1.36990
H 1.82414 -0.36352 1.64736
H -0.05348 -0.92888 1.37481
H 1.51557 -2.68923 2.02873
H 2.66812 -2.72923 0.63326
H -0.27943 -3.81622 2.11442
H -0.60742 -4.90589 0.79097
H -1.18034 -3.25410 0.69899
H -1.75130 -0.52255 -1.11489
H -0.53860 0.01509 -2.29007
H -1.59819 0.49437 1.21832
H -3.27869 2.50522 1.15124
H -3.60216 1.01767 0.38129
H -2.98769 2.04676 -1.82890
H -2.43580 3.47397 -0.97375
H -4.11662 3.08813 -0.96699
Mg 4.23182 -1.96799 0.48287
```

Output
Total charge = +1
Gap between HOMO and LUMO = 5.323 eV
E_LUMO = -6.8 eV

Atomic partial charges in e from the natural (NBO) method, atoms 1 to 6: number 1, C, carries -0.4911; number 2, C, carries -0.5140; number 3, P, carries 1.4310; number 4, C, carries -0.2087; number 5, O, carries -0.5110; number 6, C, carries -0.2541



Entry from the OMol25 dataset: one molecule with the formula C10H18INO2 (ωB97M-V/def2-TZVPD).

```
32
C10H18INO2 ωB97M-V/def2-TZVPD
C 3.26007 -2.16295 2.76647
C 3.50157 -0.82657 1.97818
C 2.45486 -0.95679 0.85424
C 2.66075 0.16136 -0.08933
C 1.77772 1.08076 -0.21731
C 1.99947 2.31655 -1.05489
N 0.47305 0.82329 0.23754
C -0.65367 1.12019 -0.04930
I -1.63965 2.36266 -1.61780
C -1.92130 0.48376 0.99862
O -2.76447 -0.04347 0.04384
C -4.17819 -0.08117 0.17556
O -1.30412 -0.45544 1.74875
C -2.02710 -1.58203 2.15233
H 2.35643 -2.20920 3.26873
H 4.15623 -2.29906 3.37372
H 3.12623 -2.97793 2.01671
H 3.34813 -0.03157 2.68951
H 4.59281 -0.77991 1.72851
H 1.36554 -0.91479 1.08259
H 2.59472 -1.98835 0.27446
H 3.60804 0.26065 -0.52599
H 1.10456 2.23894 -1.75098
H 3.00358 2.26860 -1.44321
H 1.79061 3.25085 -0.38856
H -2.36468 1.33583 1.59687
H -4.62421 0.59007 0.98500
H -4.51692 -1.06655 0.53993
H -4.64999 0.30884 -0.73598
H -1.60458 -1.88429 3.24408
H -1.85296 -2.39828 1.54519
H -3.04803 -1.40155 2.15905
```

Output
Total charge = 0
Energy relative to the best compared isomer or geometry (same formula, charge and spin) = 417.2 kJ/mol
Gap between HOMO and LUMO = 8.832 eV
E_LUMO = 0.5 eV
SMILES = CCC/C=C(C)\N=C(/I)C(OC)OC

Atomic partial charges in e from the natural (NBO) method, atoms 1 to 6: number 1, C, carries -0.5940; number 2, C, carries -0.3993; number 3, C, carries -0.4456; number 4, C, carries -0.1650; number 5, C, carries 0.1347; number 6, C, carries -0.6488



Entry from the OMol25 dataset: a 2-piece molecular cluster, C10H18N overall (ωB97M-V/def2-TZVPD).

```
29
C10H18N ωB97M-V/def2-TZVPD
C -2.16592 -0.73770 -1.10567
C -0.88567 -1.02795 -1.03020
C 1.98572 2.65272 0.59323
C 1.40550 1.50295 1.35615
C 1.70356 1.31837 0.01015
C -0.16832 -1.50375 -2.22993
C 1.12405 -1.64459 0.47879
C -1.20251 -1.29759 1.45733
C -0.81254 2.06379 0.07015
C -0.28056 -1.12068 0.26352
N 0.30714 1.16441 0.38230
H -2.72086 -0.23778 -0.34601
H -2.70242 -0.75716 -2.13570
H 1.58906 3.64865 0.38297
H 3.13346 2.63250 0.72347
H 1.57409 1.22273 2.35505
H 2.16733 0.64469 -0.73825
H 0.52311 -0.73261 -2.61907
H 0.53933 -2.25030 -1.86321
H -0.81909 -1.66889 -3.07785
H 1.02965 -2.66721 0.65938
H 1.83363 -1.40880 -0.28639
H 1.48772 -1.23164 1.43969
H -1.58801 -2.28474 1.52255
H -0.67699 -0.91793 2.33481
H -2.10812 -0.61563 1.37706
H -1.60701 1.61779 0.59890
H -0.63176 2.92554 0.73574
H -0.72422 2.37319 -0.96557
```

Output
Total charge = +1
Energy relative to the best compared isomer or geometry (same formula, charge and spin) = 570.7 kJ/mol
Gap between HOMO and LUMO (spin up / spin down) = 8.536 / 8.535 eV
E_LUMO (spin up / spin down) = -4.8 / -4.8 eV

Atomic partial charges in e from the natural (NBO) method, atoms 1 to 6: number 1, C, carries -0.2009; number 2, C, carries -0.1862; number 3, C, carries -0.4198; number 4, C, carries -0.0734; number 5, C, carries -0.0574; number 6, C, carries -0.6386



Number 1: E_tot -1918.332313 Eh. Number 2: E_tot -894.599116 Eh. Number 3: E_tot -446.130364 Eh.